Here is a molecular structure, C28H42AsCa2F9NO23 in a non-equilibrium geometry from the OMol25 dataset. Energies are from ωB97M-V/def2-TZVPD.

Output
total charge = +1
DFT total energy = -200477.790 eV
gap between HOMO and LUMO = 9.1079 eV
2S+1 = 1

Element x y z (Å)
Ca 2.070 0.733 2.894
Ca 2.777 2.930 -0.775
As 5.613 0.981 1.339
F 6.828 1.234 0.175
F 5.162 -0.517 0.609
F 4.301 0.636 2.534
F 5.795 2.516 2.045
F 4.392 1.709 0.258
F 6.690 0.226 2.419
C 0.767 0.250 0.127
O 0.594 -0.474 1.336
O 1.552 1.322 0.439
C 1.208 -0.623 -1.054
F 2.464 -1.070 -0.792
F 0.455 -1.718 -1.225
F 1.287 -0.004 -2.235
C -0.632 -1.196 1.490
C -0.724 -1.695 2.926
H -0.633 -0.921 3.684
H -1.611 -2.318 3.035
H 0.106 -2.382 3.119
H -0.522 -2.090 0.878
H -1.565 -0.674 1.288
H -0.214 0.700 -0.123
N 2.507 4.063 2.514
O 2.855 3.860 1.327
O 2.522 5.173 2.974
O 2.227 3.067 3.219
C 0.294 -2.939 -4.496
C 1.350 -2.145 -5.261
C 2.550 -1.631 -4.439
O 3.670 -2.244 -5.062
C 3.295 -3.029 -6.091
O 4.007 -3.423 -6.951
O 1.938 -3.053 -6.194
H -0.412 -2.303 -3.958
H 0.782 -3.609 -3.785
H -0.282 -3.530 -5.207
H 0.788 -1.370 -5.788
H 2.518 -2.033 -3.427
H 2.596 -0.548 -4.483
C -2.191 4.611 5.644
C -0.826 4.006 5.878
C -0.790 3.031 7.086
O -0.271 1.824 6.524
C -0.119 1.939 5.220
O 0.335 1.090 4.495
O -0.485 3.136 4.777
H -2.149 5.375 4.871
H -2.548 5.068 6.566
H -2.833 3.785 5.337
H 0.021 4.683 5.982
H -1.800 2.855 7.461
H -0.205 3.379 7.933
C -4.262 3.768 0.914
C -2.875 3.848 1.534
C -2.168 2.543 1.830
O -0.811 2.952 1.635
C -0.754 4.043 0.834
O 0.236 4.406 0.293
O -1.999 4.580 0.710
H -4.631 4.740 0.587
H -5.021 3.572 1.685
H -4.398 2.948 0.206
H -3.126 4.358 2.475
H -2.419 1.829 1.037
H -2.348 2.131 2.816
C -2.619 0.729 -4.496
C -1.830 1.980 -4.207
C -2.420 2.868 -3.145
O -1.241 3.483 -2.604
C -0.245 2.609 -2.739
O 0.817 2.709 -2.180
O -0.601 1.586 -3.515
H -2.633 0.086 -3.624
H -2.268 0.205 -5.383
H -3.648 1.022 -4.729
H -1.524 2.527 -5.099
H -2.936 2.311 -2.357
H -3.147 3.592 -3.505
C 2.983 -4.607 -0.290
C 2.565 -4.492 1.160
C 3.707 -4.703 2.135
O 3.563 -3.622 3.072
C 2.842 -2.661 2.506
O 2.688 -1.547 2.918
O 2.224 -3.098 1.410
H 2.241 -4.329 -1.032
H 3.416 -5.588 -0.490
H 3.816 -3.903 -0.382
H 1.592 -4.921 1.406
H 4.717 -4.658 1.725
H 3.683 -5.673 2.632
C -4.221 -3.784 -4.004
C -4.188 -3.461 -2.527
C -3.071 -4.206 -1.760
O -2.458 -3.175 -0.979
C -2.789 -1.974 -1.465
O -2.425 -0.928 -1.026
O -3.742 -2.087 -2.417
H -3.446 -3.244 -4.549
H -5.142 -3.330 -4.387
H -4.184 -4.828 -4.300
H -5.105 -3.561 -1.949
H -2.417 -4.790 -2.407
H -3.483 -4.904 -1.031

These are the Mulliken partial charges, in e, on atoms 1 to 2: atom 1 (Ca): 1.9829, atom 2 (Ca): 1.2921


Here is a molecular structure, H14O7 in a non-equilibrium geometry from the OMol25 dataset. Energies are from ωB97M-V/def2-TZVPD.

Output
DFT total energy = -14553.937 eV
gap between HOMO and LUMO = 10.1443 eV
energy relative to the best compared isomer or geometry (same formula, charge and spin) = 173.53 kcal/mol
2S+1 = 1

Element x y z (Å)
O -0.900 -0.133 2.191
H -0.593 0.742 2.427
H -0.439 -0.338 1.377
O 0.014 1.805 -0.492
H 0.758 2.331 -0.785
H -0.152 2.103 0.403
O 0.284 0.930 -2.902
H 0.175 1.249 -2.006
H 0.061 1.681 -3.453
O -1.143 -1.657 -0.539
H -1.560 -1.358 0.269
H -1.865 -1.752 -1.161
O 0.205 -2.812 0.834
H 0.223 -1.937 1.223
H -0.326 -2.712 0.044
O 1.792 0.977 1.197
H 2.428 1.028 0.484
H 1.106 0.397 0.866
O 0.156 -0.264 0.346
H -0.360 -0.854 -0.203
H 0.139 0.573 -0.119

These are the Mulliken partial charges, in e, on atoms 1 to 2: atom 1 (O): -0.7651, atom 2 (H): 0.2493


Here is 3 unconnected molecules or ions with the total composition C25H45F9NO3S2 from the OMol25 dataset. Energies are from ωB97M-V/def2-TZVPD.

Output
DFT total energy = -80413.410 eV
gap between HOMO and LUMO (alpha / beta) = 8.8804 / 10.0072 eV
2S+1 = 2
<S²> = 0.754

Element x y z (Å)
C -5.970 0.045 2.395
C -5.575 -1.158 1.544
C -5.060 -0.674 0.182
C -4.475 -1.955 2.297
C -4.743 -3.457 2.378
S -5.862 -3.862 3.775
S -3.175 -4.422 2.535
O -3.384 -5.565 3.362
O -2.593 -4.546 1.230
C -1.953 -3.411 3.568
F -1.134 -4.333 4.079
F -2.674 -2.876 4.581
C -1.058 -2.256 2.964
F 0.073 -2.233 3.688
F -1.701 -1.098 3.163
C -0.612 -2.240 1.468
F 0.097 -1.111 1.323
F -1.683 -2.145 0.678
C 0.288 -3.441 1.014
F -0.037 -3.810 -0.212
F 0.138 -4.477 1.834
F 1.567 -3.084 1.027
C -5.345 -3.969 1.061
C -6.711 -3.340 0.720
C -7.895 -4.154 1.268
C -6.868 -3.260 -0.808
N -6.793 -1.988 1.341
O -7.857 -1.346 1.075
H -5.067 0.605 2.650
H -6.444 -0.288 3.321
H -6.650 0.700 1.855
H -4.648 -1.483 -0.422
H -4.283 0.078 0.339
H -5.880 -0.213 -0.374
H -4.371 -1.569 3.309
H -3.539 -1.754 1.769
H -4.911 -3.896 4.716
H -5.449 -5.056 1.083
H -4.629 -3.742 0.269
H -8.089 -3.926 2.316
H -7.701 -5.223 1.165
H -8.799 -3.904 0.713
H -5.940 -3.012 -1.323
H -7.207 -4.228 -1.184
H -7.627 -2.517 -1.059
C 2.986 0.274 -0.103
C 2.046 1.431 0.222
C 2.424 2.739 -0.472
C 3.804 3.287 -0.102
C 4.020 3.527 1.391
C 3.059 4.549 1.989
H 4.006 0.477 0.228
H 2.661 -0.645 0.386
H 3.015 0.087 -1.178
H 2.012 1.580 1.305
H 1.030 1.161 -0.076
H 1.661 3.491 -0.250
H 2.388 2.589 -1.557
H 3.958 4.229 -0.638
H 4.578 2.606 -0.468
H 5.047 3.870 1.541
H 3.934 2.583 1.937
H 3.142 5.508 1.473
H 3.273 4.719 3.045
H 2.021 4.220 1.914
C 7.242 5.670 -4.414
C 7.542 4.443 -3.559
C 7.714 3.160 -4.371
C 6.484 2.744 -5.182
C 5.211 2.562 -4.358
C 5.325 1.482 -3.287
H 6.302 5.564 -4.956
H 7.166 6.568 -3.800
H 8.034 5.834 -5.149
H 6.748 4.312 -2.818
H 8.459 4.618 -2.990
H 7.997 2.349 -3.695
H 8.557 3.285 -5.059
H 6.710 1.807 -5.700
H 6.296 3.482 -5.967
H 4.390 2.311 -5.035
H 4.933 3.510 -3.887
H 5.572 0.514 -3.730
H 4.384 1.372 -2.746
H 6.097 1.723 -2.554

These are the Mulliken partial charges, in e, on atoms 1 to 2: atom 1 (C): -1.8505, atom 2 (C): 1.6639


Here is a single C3H3FS2 molecule in a non-equilibrium geometry from the OMol25 dataset. Energies are from ωB97M-V/def2-TZVPD.

Output
DFT total energy = -27544.628 eV
gap between HOMO and LUMO = 7.1054 eV
energy relative to the best compared isomer or geometry (same formula, charge and spin) = 43.19 kcal/mol
2S+1 = 1
SMILES = FCC(=S)C=S

Element x y z (Å)
F 0.256 -1.377 -1.664
C -0.925 -0.926 -0.833
C -0.464 0.246 -0.182
S -0.963 1.783 -0.674
C 0.709 0.299 0.744
S 1.214 -0.787 1.774
H -1.802 -0.645 -1.609
H -1.413 -1.908 -0.275
H 0.975 1.289 0.881

These are the Mulliken partial charges, in e, on atoms 1 to 2: atom 1 (F): -0.2858, atom 2 (C): -0.2468


Here is a single C3H3NO3 molecule from the OMol25 dataset. Energies are from ωB97M-V/def2-TZVPD.

Output
DFT total energy = -10789.705 eV
gap between HOMO and LUMO = 11.7564 eV
energy relative to the best compared isomer or geometry (same formula, charge and spin) = 69.09 kcal/mol
2S+1 = 1

Element x y z (Å)
N 1.846 0.937 -0.392
C 0.734 0.376 -0.272
O 0.084 -0.527 -1.088
C -1.014 -0.817 -0.205
O -0.405 -1.033 1.052
C -0.253 0.416 0.880
O -1.503 0.451 0.187
H 2.324 0.644 -1.244
H -1.701 -1.538 -0.641
H -0.111 1.091 1.723

These are the Mulliken partial charges, in e, on atoms 1 to 2: atom 1 (N): -0.6360, atom 2 (C): 0.1262


Here is 2 unconnected molecules or ions with the total composition C7H16N in a non-equilibrium geometry from the OMol25 dataset. Energies are from ωB97M-V/def2-TZVPD.

Output
total charge = +1
DFT total energy = -8997.604 eV
gap between HOMO and LUMO = 4.9625 eV
energy relative to the best compared isomer or geometry (same formula, charge and spin) = 108.41 kcal/mol
2S+1 = 1

Element x y z (Å)
C 1.233 -1.485 2.235
C -0.189 -1.115 2.656
C -0.997 -1.540 1.239
C -0.339 -0.770 0.180
C 0.148 -1.331 -1.003
C -0.248 0.620 0.249
C -1.582 1.400 0.718
N 1.553 3.240 -5.252
H 1.362 -2.272 1.517
H 1.883 -1.676 3.006
H 1.582 -0.519 1.680
H -0.441 -1.631 3.580
H -2.034 -1.217 1.310
H -1.001 -2.606 0.899
H 0.631 -0.804 -1.800
H -0.097 -2.381 -1.057
H 0.416 0.944 -0.555
H 0.874 4.003 -5.043
H -1.633 1.209 1.802
H -2.453 0.936 0.260
H -1.651 2.423 0.549
H -0.427 0.024 2.823
H 2.475 3.595 -5.439
H 1.488 2.620 -4.413

These are the Mulliken partial charges, in e, on atoms 1 to 2: atom 1 (C): -0.9057, atom 2 (C): -0.3438